## one
16
Properties=species:S:1:pos:R:3:lowdin_charge:R:1 method="wB97M-V/def2-TZVPD" smiles=c1ccccc1.C#C e_lumo_ev=0.86 multiplicity=1 homo_ev=-9.1 homo_lumo_gap_ha=0.366
C 2.058 -1.280 -0.167 -0.130
H 2.644 2.181 -0.686 0.112
C 1.138 1.344 0.337 -0.168
H 0.666 -1.866 1.507 0.098
H -0.307 0.210 1.751 0.131
C 2.219 1.172 -0.452 -0.094
C 0.522 0.209 0.893 -0.109
H 2.545 -2.203 -0.568 0.115
C -4.350 -0.398 -0.601 -0.009
H -3.492 -0.970 -0.844 0.010
H 0.864 2.406 0.866 0.154
C -5.198 0.259 -0.054 -0.007
C 2.498 -0.198 -0.907 -0.077
H 3.327 -0.415 -1.476 0.061
C 1.078 -1.127 0.805 -0.093
H -6.045 0.763 0.325 0.006

***

## two
16
Properties=species:S:1:pos:R:3:lowdin_charge:R:1 method="wB97M-V/def2-TZVPD" e_lumo_ev=0.34 multiplicity=1 homo_ev=-7.7 homo_lumo_gap_ha=0.296
C 1.574 0.740 -0.376 -0.146
H 0.959 -1.384 -1.517 0.000
H -0.353 1.991 0.599 0.130
H 3.835 1.385 -0.930 0.082
H 0.191 -2.512 -0.109 0.169
C -0.609 -0.526 -0.373 -0.259
C 0.008 -1.664 -1.164 -0.078
H -0.640 -2.455 -2.129 0.163
C 0.376 0.348 0.133 -0.308
H 0.438 1.263 2.036 0.143
H -2.567 -1.036 -0.103 0.098
C -1.870 -0.363 0.352 0.004
C -1.601 0.698 1.252 -0.039
H -2.235 1.240 1.939 0.093
C -0.187 1.145 1.176 -0.162
C 2.682 1.131 -0.787 0.110

***

How far above the most stable structure does each one sit? In eV: one 0.000; two 2.370.